This record from the Open Molecules 2025 dataset describes 2 unconnected molecules or ions with the total composition C6H9N2S. The level of theory is wB97M-V/def2-TZVPD.

XYZ file:
```
18
Properties=species:S:1:pos:R:3:forces:R:3:lowdin_charge:R:1
C 2.98177 0.05261 -0.13129 1.7066 0.2553 0.0614 -0.0939
C 1.89453 -0.31581 0.20885 -6.5214 -1.8405 -0.5342 0.1401
C -1.67246 -2.06261 -0.47728 0.6633 -0.1298 -1.5915 -0.1108
C -2.22392 -0.79452 -0.44912 0.0283 -1.3400 0.3968 -0.3262
C -0.26832 -2.00501 -0.23074 -1.0978 -1.1814 0.8361 -0.1402
C 4.31117 0.74357 -0.13978 -2.0210 0.2145 0.8813 -0.0503
N 0.13828 -0.78682 0.06481 5.1308 0.5429 -0.2235 -0.2911
N -2.92094 1.78977 0.63075 0.0249 4.1101 -0.3708 -0.0938
S -1.10135 0.36269 0.05107 0.3234 0.8567 0.1370 1.1148
H -2.15174 -2.97507 -0.94335 0.4928 1.2333 1.0914 0.1477
H -3.28255 -0.63999 -0.66132 0.5097 0.5379 0.2214 0.1017
H 0.27607 -2.93535 -0.06102 0.5610 0.6548 -0.4338 0.1493
H 4.22317 1.28345 0.79892 0.7490 -0.1344 0.4690 0.0915
H 5.25340 0.24089 -0.26628 -0.1355 -0.6493 0.0090 0.0876
H 4.20698 1.55027 -0.81720 0.1657 0.6433 -1.2216 0.0710
H -3.61331 2.24190 0.01606 -0.0009 -0.8144 -0.3477 0.0657
H -2.57503 2.74695 1.00922 0.1717 -2.0946 -0.4998 0.1062
H -3.47574 1.50307 1.39770 -0.7506 -0.8644 1.1196 0.0309
```
Positions in Å, forces in eV/Å.

Computed properties:
Relative energy (zero: lowest compared OMol25 entry of this formula, charge and spin) ... 107.3 kcal per mole
Kohn-Sham gap ... 9.61 eV
DFT total energy ... -20171.5298 eV
Charge ... +1